Entry i
ORCA calculation (ωB97M-V with the def2-TZVPD basis set) on a single C3H9N5O molecule.

Its gap between HOMO and LUMO is 7.381 eV. The HOMO energy comes out at -0.24778 hartree. Its SMILES is C/N=N\C(=C/NN)NO. The value obtained for the molar mass is 131.1 g mol⁻¹. Its LUMO energy is 0.64 eV.

Last column: Löwdin charge in e.
Atoms and positions in Å:
C1 1.9304 -1.5561 0.9345  -0.12
C2 0.3021 0.3363 -0.3103  -0.36
C3 -0.9838 0.3250 0.1793  -0.12
H1 1.0845 -1.3975 1.6525  0.08
H2 2.5634 -0.6480 1.1019  0.07
H3 2.4382 -2.5156 1.1760  0.07
H4 1.9837 1.3561 -0.7400  0.12
H5 0.7184 2.8496 0.9973  0.10
H6 -1.3200 1.2426 0.6894  0.12
H7 -1.7167 -1.4326 -0.5805  0.12
H8 -3.8137 -1.1369 0.1175  0.08
H9 -3.3953 0.1179 0.9886  0.07
N1 1.5180 -1.6895 -0.5053  -0.01
N2 0.7561 -0.8304 -0.9806  0.01
N3 1.2344 1.3450 -0.0669  -0.04
N4 -1.9071 -0.6473 0.0176  -0.14
N5 -3.2699 -0.2640 0.0436  0.00
O1 0.7055 2.6920 0.0273  -0.06

=====

Entry ii
ORCA calculation (ωB97M-V with the def2-TZVPD basis set) on a molecular structure, C3H9N5O.

Its gap between HOMO and LUMO is 8.963 eV. The HOMO energy comes out at -0.30466 hartree. The value obtained for the molar mass is 131.1 g mol⁻¹. Its LUMO energy is 0.67 eV.

Last column: Löwdin charge in e.
Atoms and positions in Å:
C1 -0.4445 2.1594 -2.0089  -0.05
C2 -1.4026 0.4594 -0.3826  -0.22
C3 0.6865 -0.9251 1.2328  -0.62
H1 0.3852 2.9491 -1.7310  0.11
H2 -1.5316 2.6206 -2.0090  0.09
H3 -0.2449 1.5873 -3.1666  0.16
H4 1.2357 0.5886 -0.4589  0.03
H5 -1.9801 1.3719 -0.5640  0.11
H6 -1.1764 -2.0876 1.4897  0.19
H7 2.6084 -1.8637 1.1527  0.09
H8 1.0559 -2.8806 0.5602  0.23
H9 0.0863 0.9841 1.2574  0.07
N1 -0.3212 1.0258 -0.9787  -0.27
N2 -1.7340 -0.4650 0.5169  0.06
N3 -0.5605 -1.2986 0.9749  -0.04
N4 1.5860 -1.9694 1.2839  0.07
N5 0.9915 0.3979 1.2110  0.04
O1 0.8492 0.3417 -1.3293  -0.06

=====

Going by the energies, entry i is most stable and the next is 1.025 eV up.

=====

Entry i
ORCA calculation (ωB97M-V with the def2-TZVPD basis set) on a single C5H8O2S molecule.

Its gap between HOMO and LUMO is 9.157 eV. The HOMO energy comes out at -0.31576 hartree. Its SMILES is OC[C@@H]1CCC(=S)O1. The value obtained for the molar mass is 132.2 g mol⁻¹. Its LUMO energy is 0.56 eV.

Last column: Löwdin charge in e.
Atoms and positions in Å:
C1 -1.9071 -0.8407 -0.3491  -0.22
C2 -1.0323 -0.1037 0.6607  -0.26
C3 -0.7661 1.4015 0.3377  -0.10
C4 0.5754 1.3162 -0.3807  -0.18
C5 1.1948 0.0120 0.0274  -0.86
H1 -3.8786 -0.7528 -0.2101  0.09
H2 -1.4229 -0.8135 -1.3393  0.13
H3 -2.0152 -1.8833 -0.0424  0.13
H4 -1.5175 -0.3418 1.6378  0.16
H5 -1.6021 1.8972 -0.2117  0.13
H6 -0.6525 1.8782 1.3244  0.12
H7 1.2519 2.1586 -0.1598  0.12
H8 0.4264 1.2587 -1.4770  0.13
O1 -3.1479 -0.1941 -0.4542  -0.04
O2 0.2910 -0.7009 0.7159  -0.05
S1 2.7424 -0.4346 -0.2120  0.70

=====

Entry ii
ORCA calculation (ωB97M-V with the def2-TZVPD basis set) on a single C5H8O2S molecule.

Its gap between HOMO and LUMO is 10.654 eV. The HOMO energy comes out at -0.36496 hartree. Its SMILES is C[C@@H]1C[C@@H]2[C@H]1S2(=O)=O. The value obtained for the molar mass is 132.2 g mol⁻¹. Its LUMO energy is 0.72 eV.

Last column: Löwdin charge in e.
Atoms and positions in Å:
C1 -0.8026 -0.5946 0.5872  -0.11
C2 0.7014 -0.1581 0.5067  -0.35
C3 -1.1597 0.1856 -0.6624  -0.21
C4 0.3112 0.7495 -0.6427  -0.20
C5 1.5061 -1.3516 0.2409  -0.09
O1 -1.3889 2.4456 0.8719  -0.30
O2 -1.2742 2.6808 -1.6226  -0.30
S1 -1.0096 1.9296 -0.4221  0.75
H1 -1.1148 -1.5793 0.6623  0.09
H2 -1.2998 -0.1306 1.4293  0.11
H3 1.0393 0.1352 1.4556  0.13
H4 -1.5878 0.0103 -1.5517  0.08
H5 1.0014 0.7933 -1.3972  0.10
H6 1.1208 -1.8276 -0.7258  0.12
H7 1.3181 -2.0781 1.0231  0.08
H8 2.6391 -1.2099 0.2476  0.11

=====

Entry iii
ORCA calculation (ωB97M-V with the def2-TZVPD basis set) on a single C5H8O2S molecule.

Its gap between HOMO and LUMO is 9.221 eV. The HOMO energy comes out at -0.31140 hartree. Its SMILES is COC#C[C@H](S)OC. The value obtained for the molar mass is 132.2 g mol⁻¹. Its LUMO energy is 0.75 eV.

Last column: Löwdin charge in e.
Atoms and positions in Å:
C1 0.0060 0.2698 0.3692  0.01
C2 -0.4503 1.2396 0.9325  -0.21
C3 -2.2390 2.6145 0.8625  -0.06
C4 0.8844 -2.9679 -0.7639  -0.09
C5 1.3713 -0.7195 -0.2383  -0.67
O1 -1.1025 2.1957 1.6140  -0.08
O2 1.1318 -1.6655 -1.2066  -0.20
S1 2.3657 0.6462 -0.8062  0.75
H1 -2.2030 2.2169 -0.0947  0.06
H2 -2.3299 3.6740 0.8823  0.09
H3 -3.1026 2.0682 1.2200  0.10
H4 0.1573 -3.2656 -1.3972  0.05
H5 0.6044 -3.0258 0.3417  0.12
H6 1.7699 -3.6434 -0.8886  0.10
H7 1.6829 -1.0602 0.7482  0.09
H8 1.4537 1.4230 -1.5748  -0.06

=====

Entry iv
ORCA calculation (ωB97M-V with the def2-TZVPD basis set) on a single C5H8O2S molecule.

Its gap between HOMO and LUMO is 9.320 eV. The HOMO energy comes out at -0.31553 hartree. Its SMILES is OC[C@H]1C=CSCO1. The value obtained for the molar mass is 132.2 g mol⁻¹. Its LUMO energy is 0.73 eV.

Last column: Löwdin charge in e.
Atoms and positions in Å:
C1 -0.4846 -0.5755 -1.5270  -0.21
C2 -0.7415 -0.3845 0.0155  -0.32
C3 0.3640 1.6487 0.6044  -0.40
C4 1.1810 -0.7952 1.7318  -0.42
C5 0.2587 -1.1973 0.8426  -0.13
H1 -1.0355 1.1799 -1.9007  0.08
H2 -0.8133 -1.5752 -1.8319  0.13
H3 0.5829 -0.4183 -1.7462  0.12
H4 -1.7620 -0.7501 0.2479  0.16
H5 1.0215 1.6519 -0.2510  0.09
H6 0.2286 2.6787 0.9254  0.08
H7 1.8845 -1.4676 2.1857  0.06
H8 0.1848 -2.2381 0.5203  0.11
O1 -1.2632 0.3197 -2.2645  -0.05
O2 -0.8385 0.9896 0.3023  -0.16
S1 1.2327 0.9332 2.1455  0.87

=====

Going by the energies, entry i is most stable and the next is 0.940 eV up.

=====

Entry i
ORCA calculation (ωB97M-V with the def2-TZVPD basis set) on 7 unconnected molecules or ions with the total composition C4H22O7.

Its gap between HOMO and LUMO is 10.735 eV. The HOMO energy comes out at -0.38587 hartree. Its SMILES is CC[C@H](C)O.O.O.O.O.O.O. The value obtained for the molar mass is 182.2 g mol⁻¹. Its LUMO energy is 0.24 eV.

Last column: Löwdin charge in e.
Atoms and positions in Å:
C1 1.1074 1.4497 -2.5243  -0.09
C2 0.4486 0.5235 -1.5007  -0.22
C3 -0.0361 -0.8157 -2.0215  -0.43
C4 -1.2308 -1.2563 -1.1882  -0.03
O1 0.9613 -1.8175 -1.9766  -0.05
H1 0.4430 1.5768 -3.3800  0.07
H2 2.0066 0.9810 -2.9319  0.07
H3 1.2978 2.4686 -2.1824  0.08
H4 1.1614 0.4575 -0.6677  0.10
H5 -0.3001 1.1351 -0.9819  0.08
H6 -0.3219 -0.6743 -3.0694  0.14
H7 -1.7375 -2.0581 -1.7080  0.08
H8 -0.9724 -1.6171 -0.1926  0.06
H9 -1.9652 -0.4658 -1.1365  0.08
H10 1.8702 -1.5188 -1.8194  0.10
H11 3.4098 -0.6711 1.8672  0.04
H12 2.2283 -0.3151 0.9200  0.00
O2 2.6746 -0.0974 1.7308  -0.03
H13 -2.5502 2.5161 -1.1310  0.06
H14 -2.4591 1.8281 0.2855  -0.01
O3 -1.9536 2.3243 -0.3797  -0.09
H15 0.7875 -2.6497 0.1884  0.01
H16 2.1726 -3.3093 0.2743  0.04
O4 1.6044 -2.6670 0.6909  -0.04
H17 -2.6631 1.8061 2.5301  0.05
H18 -2.6650 0.2931 2.2625  0.01
O5 -3.0562 1.1448 1.9528  -0.07
H19 -1.0947 -1.1426 3.2662  0.07
H20 -1.4698 -1.6952 1.9117  0.03
O6 -1.8352 -1.2078 2.6520  -0.03
H21 1.8399 1.1807 2.7389  -0.01
H22 1.0325 2.4245 2.3801  0.03
O7 1.2654 1.8692 3.1404  -0.09

=====

Entry ii
ORCA calculation (ωB97M-V with the def2-TZVPD basis set) on 7 unconnected molecules or ions with the total composition C4H22O7.

Its gap between HOMO and LUMO is 9.935 eV. The HOMO energy comes out at -0.35337 hartree. Its SMILES is CO.CO.CO.CO.O.O.O. The value obtained for the molar mass is 182.2 g mol⁻¹. Its LUMO energy is 0.32 eV.

Last column: Löwdin charge in e.
Atoms and positions in Å:
O1 -11.6105 -0.2444 -10.1233  -0.05
H1 -11.0603 -1.0161 -10.1448  0.02
H2 -11.9594 -0.2263 -9.2300  -0.01
O2 -11.9966 4.3575 -7.0849  -0.06
H3 -11.6224 3.4982 -7.3495  -0.01
H4 -12.3318 4.7647 -7.8573  0.01
O3 -13.2051 0.4907 -7.5913  -0.03
H5 -13.1932 -0.2890 -7.0764  0.02
H6 -12.3941 0.9742 -7.3592  0.02
C1 -13.2411 2.3291 -1.9476  -0.18
O4 -12.3105 1.4525 -2.4484  -0.13
H7 -13.8892 2.7767 -2.7147  0.09
H8 -13.8901 1.7224 -1.3478  0.07
H9 -12.8137 3.0303 -1.2046  0.09
H10 -11.7438 1.9027 -3.1021  0.09
C2 -16.2011 2.7195 -8.4673  -0.19
O5 -15.6026 2.0074 -9.5115  -0.14
H11 -17.2221 2.9750 -8.8351  0.09
H12 -16.1861 2.1625 -7.5094  0.08
H13 -15.6082 3.6115 -8.2784  0.06
H14 -14.7036 1.6627 -9.3239  0.07
C3 -10.5702 -1.1030 -4.1746  -0.18
O6 -11.1318 0.0592 -4.6800  -0.13
H15 -10.2238 -1.0897 -3.1494  0.08
H16 -11.1586 -1.9779 -4.2018  0.06
H17 -9.7267 -1.3596 -4.8362  0.09
H18 -11.8715 0.2722 -4.0720  0.07
C4 -9.4788 1.8242 -6.6062  -0.09
O7 -10.6144 1.9347 -7.5132  -0.16
H19 -9.0299 0.8270 -6.7359  0.08
H20 -8.7589 2.5764 -6.8956  0.08
H21 -9.7276 1.8701 -5.5412  0.07
H22 -10.2337 1.9152 -8.4022  0.10

=====

Going by the energies, entry i is most stable and the next is 2.019 eV up.

=====

Entry i
ORCA calculation (ωB97M-V with the def2-TZVPD basis set) on a gas-phase ion, C2H8N3 (charge +1).

Its gap between HOMO and LUMO is 11.571 eV. The HOMO energy comes out at -0.54614 hartree. The total charge is +1. Its SMILES is CNC(N)=[NH2+]. The value obtained for the molar mass is 74.1 g mol⁻¹. Its LUMO energy is -3.29 eV.

Last column: Löwdin charge in e.
Atoms and positions in Å:
C1 -1.3900 -1.3479 0.0690  -0.07
N1 -0.8356 -0.1501 -0.5869  0.00
C2 0.3658 0.3795 -0.0065  -0.41
N2 0.8049 1.6229 -0.2776  0.16
N3 1.1733 -0.4218 0.6743  0.18
H1 -2.4485 -1.1518 -0.2275  0.11
H2 -1.4024 -1.1792 1.1364  0.09
H3 -1.0787 -2.3368 -0.2575  0.09
H4 -1.2153 0.3126 -1.4786  0.19
H5 -0.0282 2.2267 -0.7386  0.20
H6 1.4565 2.1684 0.2959  0.14
H7 1.8239 -0.1654 1.4961  0.19
H8 1.0400 -1.4208 0.7309  0.12

=====

Entry ii
ORCA calculation (ωB97M-V with the def2-TZVPD basis set) on 2 unconnected molecules or ions with the total composition C2H8N3.

Its gap between HOMO and LUMO is 9.340 eV. The HOMO energy comes out at -0.53334 hartree. The total charge is +1. The value obtained for the molar mass is 74.1 g mol⁻¹. Its LUMO energy is -5.17 eV.

Last column: Löwdin charge in e.
Atoms and positions in Å:
C1 2.4106 0.5983 0.5738  -0.01
C2 0.4487 -0.9816 -0.2250  -0.02
N1 1.5201 -0.1692 -0.2119  -0.14
N2 2.2934 0.5186 -0.8854  0.28
N3 -1.7640 0.5743 -0.3978  0.07
H1 2.0349 1.4864 1.0643  0.12
H2 3.2366 0.0903 1.0550  0.12
H3 0.3864 -1.5718 -1.1398  0.13
H4 0.3536 -1.5687 0.6862  0.12
H5 -0.5548 -0.2774 -0.2623  0.07
H6 -2.5021 0.2859 0.2358  0.09
H7 -2.1018 0.4719 -1.3519  0.09
H8 -1.5656 1.5587 -0.2412  0.08

=====

Entry iii
ORCA calculation (ωB97M-V with the def2-TZVPD basis set) on a gas-phase ion, C2H8N3 (charge +1).

Its gap between HOMO and LUMO is 12.145 eV. The HOMO energy comes out at -0.57387 hartree. The total charge is +1. Its SMILES is CNC(N)=[NH2+]. The value obtained for the molar mass is 74.1 g mol⁻¹. Its LUMO energy is -3.47 eV.

Last column: Löwdin charge in e.
Atoms and positions in Å:
C1 -0.6715 -0.1387 1.6345  -0.02
N1 0.4897 -0.1314 0.7231  0.06
C2 0.2390 -0.0488 -0.5867  -0.41
N2 1.2919 0.1942 -1.4754  0.15
N3 -0.9689 -0.0600 -1.1200  0.24
H1 -1.3569 -0.9340 1.3671  0.10
H2 -0.2565 -0.2525 2.6244  0.10
H3 -1.1466 0.8405 1.6094  0.10
H4 1.4006 0.2861 0.8548  0.16
H5 2.0457 0.7410 -1.0829  0.11
H6 1.6706 -0.6161 -1.9496  0.13
H7 -1.7456 0.0153 -0.4852  0.12
H8 -0.9917 0.1044 -2.1133  0.15

=====

Entry iv
ORCA calculation (ωB97M-V with the def2-TZVPD basis set) on 2 unconnected molecules or ions with the total composition C2H8N3.

Its gap between HOMO and LUMO is 10.181 eV. The HOMO energy comes out at -0.53611 hartree. The total charge is +1. The value obtained for the molar mass is 74.1 g mol⁻¹. Its LUMO energy is -4.41 eV.

Last column: Löwdin charge in e.
Atoms and positions in Å:
C1 0.2546 -2.1255 -2.4773  0.13
C2 -0.1660 -0.1305 -0.8492  -0.20
N1 -0.0485 -1.1600 -1.6270  0.05
N2 0.1279 -0.1224 0.4084  0.17
N3 -0.1103 1.8246 2.2303  0.06
H1 1.3377 -2.2357 -2.7948  0.12
H2 -0.5948 -2.8060 -2.9804  0.15
H3 -0.5405 0.8556 -1.3982  0.21
H4 -0.1387 0.5782 1.1784  0.07
H5 0.6018 -0.9073 0.6281  0.08
H6 -0.7951 1.5634 2.9619  0.09
H7 -0.6448 2.5425 1.9616  0.00
H8 0.7166 2.1232 2.7582  0.09

=====

Going by the energies, entry iii is most stable and the next is 0.603 eV up.